1.
Computed, not measured: one molecule with the formula C3H4BrNO2S, with ωB97M-V/def2-TZVPD.

```
12
Properties=species:S:1:pos:R:3:forces:R:3
H 0.0186 -0.8435 -1.6329 1.229 1.159 1.880
O -2.2311 -1.9296 1.5948 0.956 6.438 -2.982
C 0.4467 0.9755 0.7570 0.457 0.768 2.442
O 0.4825 1.6809 1.7462 -0.308 -0.997 -2.200
H 1.0862 -1.4471 -0.3096 0.222 0.248 -0.178
H 2.5218 0.7898 -0.2046 -2.619 -0.579 -0.841
S -2.0190 -0.3451 0.9180 0.603 -6.239 2.960
C 1.3685 0.7263 -0.4930 1.230 1.403 2.619
H 1.1000 1.5181 -1.1668 0.118 0.177 -0.729
N -0.3802 -0.1692 0.4877 0.444 1.158 -0.813
Br -2.9804 -0.4239 -1.0578 0.003 -0.045 -0.295
C 0.5863 -0.5322 -0.6390 -2.334 -3.493 -1.864
```
Positions in Å, forces in eV/Å.

Results
Gap between HOMO and LUMO   9.12 eV
HOMO level   -10.08 eV

---

2.
Computed, not measured: C3H4CdO4 as an isolated structure, with ωB97M-V/def2-TZVPD.

```
12
Properties=species:S:1:pos:R:3:forces:R:3
O 0.2162 -1.6010 -1.0800 -0.901 0.158 2.448
O 0.9999 0.4069 -0.4038 -0.088 0.233 0.357
Cd 0.0456 -1.8177 -3.1022 -0.474 -2.371 -3.092
C 0.2443 -0.3240 -1.2531 2.089 1.217 0.308
O 0.1838 0.1167 -2.4577 -0.380 1.771 0.762
C -0.8329 0.6446 1.1286 -1.242 0.042 -0.688
O -1.3957 0.9300 -0.0880 0.401 -0.761 0.396
H -0.8960 1.4925 1.8519 -0.090 -0.158 -0.018
H -1.2996 -0.2563 1.6007 -0.145 0.322 0.273
C 0.6464 0.2678 0.9792 0.543 -0.507 -0.418
H 0.7950 -0.7893 1.2510 0.185 0.315 0.123
H 1.2930 0.9298 1.5732 0.103 -0.262 -0.452
```
Positions in Å, forces in eV/Å.

Results
Gap between HOMO and LUMO (alpha / beta)   7.15 / 5.37 eV
Spin multiplicity   2
HOMO level (alpha / beta)   -3.11 / -3.10 eV
Net charge   -1

---

3.
Computed, not measured: a 2-piece molecular cluster, C3H4Cl2O overall, with ωB97M-V/def2-TZVPD.

```
10
Properties=species:S:1:pos:R:3:forces:R:3
H 0.3018 -0.0533 -1.8083 -0.145 -0.852 -0.472
C 0.3898 0.7265 -1.0911 0.691 0.539 0.562
C -0.0649 -1.5759 0.9357 1.664 3.388 -2.485
H 0.0283 1.6483 -1.5688 0.354 -0.035 0.136
Cl -0.0545 1.7554 1.3751 0.203 -0.672 -0.253
Cl -1.1122 -2.1873 2.1017 -0.958 -0.276 0.860
H 1.4547 0.8162 -0.7741 -0.727 0.088 -0.501
O 0.8971 -2.1046 0.5052 -0.554 -0.088 0.270
H -1.4292 0.4643 0.1970 -2.511 -0.350 -0.764
C -0.4108 0.5105 0.1275 1.981 -1.742 2.647
```
Positions in Å, forces in eV/Å.

Results
Gap between HOMO and LUMO (alpha / beta)   8.91 / 8.90 eV
HOMO level (alpha / beta)   -8.97 / -8.97 eV

---

4.
Computed, not measured: one molecule with the formula C3H4Cl2O, with ωB97M-V/def2-TZVPD.

```
10
Properties=species:S:1:pos:R:3:forces:R:3
O -2.0994 -0.1974 -0.1135 -1.830 -0.390 0.128
C 0.1861 -0.2608 -0.3521 -2.932 -1.348 2.233
H -0.1815 -1.2030 0.1716 1.308 0.684 -1.008
Cl -4.3962 -1.3987 0.5353 0.900 0.317 -0.317
H 0.3204 -0.3587 -1.3746 0.599 -0.741 -2.099
Cl -4.2264 1.4069 -0.2295 0.495 -0.518 -0.153
H -0.9804 1.6075 -0.3464 -0.870 1.879 -0.347
C -3.4637 -0.1955 -0.3462 1.400 1.480 0.469
H 1.0235 0.1379 0.1049 1.807 0.706 0.904
C -1.0046 0.5907 -0.1544 -0.875 -2.069 0.191
```
Positions in Å, forces in eV/Å.

Results
Gap between HOMO and LUMO (alpha / beta)   8.82 / 7.52 eV
HOMO level (alpha / beta)   -8.40 / -7.89 eV

---

no.,strongest force on any atom (eV/A),E_tot (eV)
1,7.16,-89635.4412
2,3.92,-15928.4262
3,4.52,-30265.8423
4,3.92,-30264.1023